Record 1
35
Properties=species:S:1:pos:R:3:nbo_charge:R:1 method="wB97M-V/def2-TZVPD" lumo_ha="-0.3417 / -0.5447" charge=+3 multiplicity=5 energy_ev=-50836.007 gap_ev="6.068 / 4.821"
C -0.692 2.017 1.651 0.567
H 5.230 -1.836 -3.050 0.294
H 1.648 -1.014 3.934 0.276
H 4.438 -1.029 -4.431 0.290
H -3.149 2.899 -0.181 0.270
H -2.035 -1.986 1.552 0.470
H -2.882 -0.802 -1.711 0.272
H -0.754 -2.627 4.648 0.452
H -2.334 -2.606 3.145 0.431
P -1.705 1.230 -1.167 1.234
C 1.163 -1.696 4.633 -0.474
H -1.224 1.710 -3.487 0.294
H -3.874 0.309 -0.726 0.268
N -0.188 -1.942 4.162 -0.168
H -3.655 0.635 -2.478 0.286
O -0.718 2.958 2.323 -0.326
C 4.365 0.066 -2.594 0.233
H 1.727 -2.636 4.682 0.321
H -0.261 0.317 -2.889 0.253
I 2.402 -0.641 -2.005 0.767
C -0.664 -1.468 2.994 0.738
Pt -0.731 0.446 0.684 0.430
C 5.063 -0.872 -3.545 -0.739
Cl -0.707 -1.606 -0.420 -0.518
C -0.650 1.312 -2.641 -0.974
H 6.030 -0.444 -3.846 0.304
O 4.764 1.109 -2.142 -0.165
O 0.030 -0.598 2.358 -0.631
C -2.409 2.902 -0.987 -0.969
H -1.623 3.622 -0.742 0.263
H 0.202 1.971 -2.437 0.257
H -2.899 3.214 -1.918 0.285
C -3.178 0.242 -1.571 -0.964
N -1.886 -1.906 2.566 -0.658
H 1.155 -1.252 5.635 0.328



Record 2
32
Properties=species:S:1:pos:R:3:nbo_charge:R:1 method="wB97M-V/def2-TZVPD" lumo_ha="-0.3101 / -0.3100" e_above_lowest_ev=3.124 charge=+2 energy_ev=-28541.460 gap_ev="7.375 / 8.256"
C -0.630 -2.021 -0.403 -0.504
N 0.407 0.124 0.518 -0.409
C -1.897 -2.246 0.455 -0.642
H -0.685 1.757 -2.193 0.260
N 1.049 -2.011 1.333 -0.543
H -0.847 -1.322 -1.218 0.250
H 3.038 0.231 2.376 0.467
H -2.171 2.278 0.130 0.285
H 0.776 -2.999 1.442 0.482
C -0.487 1.018 -0.260 -0.053
N 2.337 -0.211 1.803 -0.566
H 1.065 2.554 0.642 0.457
H -0.605 3.086 0.335 0.207
H 2.246 -2.553 -1.127 0.342
C -1.100 2.199 0.470 -0.645
H -1.747 -2.994 1.323 0.234
H -1.351 0.289 -0.534 0.245
C 1.504 0.651 1.056 0.736
H 2.436 2.274 1.792 0.443
C 2.066 -1.530 1.938 0.522
H -2.582 -2.866 -0.206 0.270
H -2.360 -1.251 0.664 0.225
Cl 2.999 -2.430 3.050 0.245
C 0.429 -1.307 0.276 0.524
H -0.295 -3.017 -0.733 0.271
H -1.196 2.016 1.514 0.238
H 1.527 -1.519 -2.208 0.360
N 1.797 1.974 1.093 -0.703
H 0.597 2.458 -1.479 0.231
C 0.118 1.462 -1.582 -0.636
H 0.489 0.640 -2.021 0.227
N 2.031 -1.537 -1.275 -0.820